This record from the OMol25 dataset describes a 2-piece molecular cluster, C2H4NO2P overall at a distorted geometry. The level of theory is ωB97M-V/def2-TZVPD.

```
10
Properties=species:S:1:pos:R:3
O -2.32 -1.72 -0.31
N -2.34 -0.58 -0.36
P -3.34 0.68 -0.45
O -2.98 2.07 -0.12
C 2.08 0.02 -0.39
C 1.63 -0.16 0.87
H 3.01 0.20 -0.65
H 1.50 -0.32 -1.24
H 0.58 -0.41 0.96
H 2.19 0.22 1.68
```

As for the relative energy (zero: lowest compared OMol25 entry of this formula, charge and spin): 527.14 kJ/mol. The calculation puts the total energy at -625.0305 Eh. The structure (SMILES) is O=NP=O.C=C. As for the spin multiplicity: 1. The calculation puts the HOMO energy (spin up / spin down) at -0.3523 / -0.3544 Ha. For the LUMO energy (spin up / spin down), the calculation gives -1.973 / -1.953 eV. The calculation puts the orbital gap (spin up / spin down) at 7.613 / 7.691 eV.

Mulliken atomic charge list, values in e, 8 entries: -0.349, 0.454, 0.320, -0.427, -0.561, -0.381, 0.341, 0.200

---

This record from the OMol25 dataset describes a 2-piece molecular cluster, C4H4IN overall at a distorted geometry. The level of theory is ωB97M-V/def2-TZVPD.

```
10
Properties=species:S:1:pos:R:3
N 2.72 -1.24 0.23
C 1.94 -0.42 0.17
C 1.11 0.70 0.25
C 0.73 1.71 1.04
C 0.42 1.82 -0.37
H 0.65 2.24 1.92
H -0.57 1.71 -0.67
H 0.99 2.50 -1.05
I 0.18 -2.88 -2.12
H -0.99 -3.77 -1.46
```

As for the relative energy (zero: lowest compared OMol25 entry of this formula, charge and spin): 300.68 kJ/mol. The calculation puts the total energy at -507.1384 Eh. The structure (SMILES) is N#CC1=CC1.I. As for the spin multiplicity: 1. The calculation puts the HOMO energy at -0.3588 Ha. For the LUMO energy, the calculation gives 0.114 eV. The calculation puts the orbital gap at 9.879 eV.

Mulliken atomic charge list, values in e, 8 entries: -0.344, 0.153, 0.218, -0.342, -0.490, 0.411, 0.216, 0.181

---

This record from the OMol25 dataset describes a 6-piece molecular cluster, C44H97N5O13 overall at a distorted geometry. The level of theory is ωB97M-V/def2-TZVPD.

```
159
Properties=species:S:1:pos:R:3
C -1.05 -4.62 2.96
C 0.24 -4.04 3.04
C 1.44 -2.89 3.15
C 1.30 -1.73 1.99
C 0.72 -2.20 0.51
O -0.59 -1.52 0.27
C -0.97 -0.51 1.30
O -2.15 0.13 1.29
C 0.32 -0.42 2.30
C 0.13 0.07 3.85
C -0.93 -0.89 4.69
C -2.23 -0.10 5.29
C -3.59 -0.21 4.39
C -4.02 -1.74 3.96
C -5.28 -1.60 2.87
O -5.14 -2.80 1.97
C -5.34 -2.42 0.56
H -2.14 -5.09 3.10
H 1.45 -2.44 4.26
H 2.48 -3.46 2.99
H 2.35 -1.19 1.89
H 1.45 -1.70 -0.28
H 0.42 -3.32 0.34
H 0.99 0.47 1.86
H -0.22 1.20 3.85
H 1.19 0.01 4.38
H -1.17 -1.84 4.05
H -0.31 -1.28 5.63
H -1.94 1.05 5.35
H -2.45 -0.43 6.42
H -3.61 0.47 3.43
H -4.48 0.20 5.08
H -3.19 -2.34 3.39
H -4.41 -2.35 4.90
H -5.16 -0.67 2.17
H -6.33 -1.61 3.41
H -6.49 -2.10 0.41
H -5.18 -3.39 -0.11
H -4.63 -1.54 0.22
C -8.45 4.37 7.19
O -8.84 4.58 5.85
C -8.29 5.77 5.27
C -7.21 5.43 4.23
N -6.01 4.89 4.86
C -5.07 4.26 3.92
C -5.57 3.06 3.09
O -5.82 1.88 3.86
C -7.08 1.86 4.52
H -9.08 3.58 7.62
H -7.41 4.03 7.25
H -8.58 5.27 7.80
H -7.91 6.46 6.03
H -9.11 6.28 4.76
H -6.95 6.33 3.67
H -7.65 4.71 3.53
H -6.28 4.18 5.55
H -4.21 3.92 4.52
H -4.69 5.03 3.24
H -4.77 2.79 2.40
H -6.43 3.31 2.47
H -7.86 2.36 3.94
H -7.00 2.30 5.51
H -7.38 0.82 4.65
C 1.29 1.47 -1.41
O 2.38 1.65 -0.51
C 3.65 1.30 -1.07
C 4.50 2.56 -1.33
N 3.96 3.34 -2.45
C 4.53 4.69 -2.56
C 4.35 5.65 -1.37
O 3.01 6.07 -1.15
C 2.21 5.15 -0.43
H 0.36 1.55 -0.85
H 1.29 2.26 -2.18
H 1.33 0.49 -1.89
H 3.55 0.68 -1.97
H 4.16 0.70 -0.31
H 5.53 2.25 -1.57
H 4.52 3.14 -0.41
H 2.95 3.44 -2.33
H 4.06 5.15 -3.44
H 5.60 4.60 -2.79
H 4.91 6.56 -1.60
H 4.79 5.26 -0.44
H 2.77 4.60 0.32
H 1.71 4.47 -1.12
H 1.42 5.71 0.08
C 4.16 -8.80 2.94
O 2.75 -8.77 2.74
C 2.20 -7.45 2.82
C 1.76 -6.95 1.43
N 2.93 -6.66 0.57
C 2.59 -6.47 -0.84
C 1.92 -7.65 -1.58
O 2.77 -8.78 -1.77
C 2.86 -9.65 -0.65
H 4.46 -9.84 3.08
H 4.69 -8.41 2.06
H 4.45 -8.23 3.83
H 2.88 -6.74 3.31
H 1.30 -7.53 3.44
H 1.17 -6.03 1.54
H 1.13 -7.72 0.99
H 3.58 -7.44 0.64
H 3.54 -6.25 -1.35
H 1.97 -5.58 -0.94
H 1.68 -7.29 -2.59
H 0.97 -7.94 -1.14
H 1.92 -9.70 -0.09
H 3.68 -9.34 -0.01
H 3.09 -10.65 -1.02
C 3.06 11.39 0.93
O 3.61 10.88 -0.28
C 3.32 9.49 -0.49
C 2.30 9.30 -1.62
N 0.97 9.75 -1.22
C 0.02 9.88 -2.33
C 0.38 10.87 -3.47
O 0.35 12.24 -3.08
C 1.52 12.70 -2.42
H 3.50 12.37 1.12
H 1.98 11.52 0.84
H 3.29 10.74 1.78
H 3.00 8.99 0.44
H 4.27 9.02 -0.80
H 2.25 8.24 -1.89
H 2.67 9.85 -2.49
H 1.05 10.66 -0.77
H -0.93 10.21 -1.90
H -0.15 8.89 -2.77
H -0.40 10.76 -4.24
H 1.32 10.62 -3.96
H 2.43 12.21 -2.80
H 1.42 12.56 -1.35
H 1.61 13.77 -2.60
C 1.83 -6.35 -9.69
O 1.97 -7.75 -9.52
C 3.30 -8.15 -9.15
C 3.34 -8.61 -7.68
N 3.17 -7.48 -6.76
C 2.90 -7.87 -5.37
C 1.64 -8.72 -5.10
O 0.41 -8.02 -5.30
C -0.02 -7.96 -6.65
H 0.87 -6.16 -10.18
H 1.82 -5.83 -8.73
H 2.62 -5.94 -10.33
H 4.04 -7.37 -9.35
H 3.55 -9.01 -9.78
H 4.31 -9.09 -7.48
H 2.55 -9.36 -7.55
H 2.39 -6.91 -7.08
H 2.81 -6.95 -4.80
H 3.78 -8.40 -4.98
H 1.66 -8.98 -4.03
H 1.64 -9.67 -5.64
H 0.24 -8.86 -7.21
H 0.38 -7.07 -7.13
H -1.12 -7.86 -6.65
```

The calculation puts the total energy at -2985.9152 Eh. The structure (SMILES) is C#CC[C@H]1COC(=O)[C@H]1CCCCCCOC.COCCNCCOC.COCCNCCOC.COCCNCCOC.COCCNCCOC.COCCNCCOC. As for the spin multiplicity: 1. The calculation puts the HOMO energy at -0.3127 Ha. For the LUMO energy, the calculation gives 0.355 eV. The calculation puts the orbital gap at 8.864 eV.

Mulliken atomic charge list, values in e, 8 entries: -0.386, -0.285, -0.400, 0.037, -0.165, -0.360, 0.420, -0.627

---

This record from the OMol25 dataset describes C5H8ErLiO3 as an isolated structure at a distorted geometry. The level of theory is ωB97M-V/def2-TZVPD.

```
18
Properties=species:S:1:pos:R:3
C -2.28 1.50 2.60
C -2.65 2.59 1.91
H -2.82 0.55 2.45
H -1.54 1.59 3.41
H -2.54 3.66 2.14
Er -2.16 2.21 -0.57
O 0.56 -1.37 -0.85
Li -0.31 -3.31 -1.25
O -1.49 -1.97 -0.47
C -0.66 -1.05 -0.38
O -0.91 0.15 -0.09
C 1.53 -0.37 -1.20
C 2.88 -1.05 -1.25
H 1.27 0.06 -2.17
H 1.50 0.44 -0.46
H 2.77 -2.10 -1.55
H 3.50 -0.53 -2.00
H 3.38 -1.01 -0.27
```

Its expectation value of S² is 6.0062. As for the relative energy (zero: lowest compared OMol25 entry of this formula, charge and spin): 131.63 kJ/mol. The calculation puts the total energy at -1442.3740 Eh. As for the charge: +3. As for the spin multiplicity: 5. The calculation puts the HOMO energy (spin up / spin down) at -0.7577 / -0.7576 Ha. For the LUMO energy (spin up / spin down), the calculation gives -14.801 / -15.750 eV. The calculation puts the orbital gap (spin up / spin down) at 5.816 / 4.866 eV.

Mulliken atomic charge list, values in e, 8 entries: -0.014, -0.712, 0.395, 0.321, 0.466, 1.881, -0.405, 0.909

---

This record from the OMol25 dataset describes one molecule with the formula C2H3N3O at a distorted geometry. The level of theory is ωB97M-V/def2-TZVPD.

```
9
Properties=species:S:1:pos:R:3
H 1.18 -1.28 -0.13
N 1.41 -0.64 0.68
C 0.39 0.21 0.48
C 0.09 1.18 1.35
N -0.24 2.18 1.87
N -0.75 -0.08 -0.36
O -0.37 -0.67 -1.57
H -1.15 0.73 -0.79
H -0.57 -1.63 -1.52
```

As for the relative energy (zero: lowest compared OMol25 entry of this formula, charge and spin): 345.46 kJ/mol. The calculation puts the total energy at -317.4007 Eh. The structure (SMILES) is [H]/N=C(/C#N)NO. As for the spin multiplicity: 1. The calculation puts the HOMO energy at -0.3909 Ha. For the LUMO energy, the calculation gives -0.501 eV. The calculation puts the orbital gap at 10.136 eV.

Mulliken atomic charge list, values in e, 8 entries: 0.286, -0.584, 0.232, 0.457, -0.385, -0.194, -0.451, 0.289

---

This record from the OMol25 dataset describes a 2-piece molecular cluster, C5H14 overall at a distorted geometry. The level of theory is ωB97M-V/def2-TZVPD.

```
19
Properties=species:S:1:pos:R:3
C 0.26 -1.66 1.47
C 1.67 -1.29 0.93
C -1.07 -1.14 1.06
H 0.30 -1.41 2.55
H 0.15 -2.72 1.17
H 1.47 -0.79 -0.03
H 2.17 -0.58 1.58
H -1.05 -0.87 -0.02
H 2.28 -2.18 0.82
H -1.43 -0.27 1.61
H -1.89 -1.85 1.11
C -0.74 1.92 -2.35
C -0.08 1.97 -0.95
H -1.82 1.93 -2.35
H -0.38 2.77 -2.93
H -0.42 1.03 -2.87
H 0.30 0.97 -0.71
H -0.72 2.37 -0.16
H 0.77 2.65 -1.00
```

Its expectation value of S² is 0.7523. As for the relative energy (zero: lowest compared OMol25 entry of this formula, charge and spin): 45.28 kJ/mol. The calculation puts the total energy at -198.4697 Eh. As for the charge: +1. As for the spin multiplicity: 2. The calculation puts the HOMO energy (spin up / spin down) at -0.5565 / -0.5550 Ha. For the LUMO energy (spin up / spin down), the calculation gives -3.229 / -10.544 eV. The calculation puts the orbital gap (spin up / spin down) at 11.914 / 4.560 eV.

Mulliken atomic charge list, values in e, 8 entries: 0.241, -0.740, -0.997, 0.257, 0.301, 0.196, 0.316, 0.327